{"formula": "C9H14", "method": "ωB97M-V/def2-TZVPD", "total_charge": 0, "lumo_ev": 0.950, "de_lowest_kj_mol": 218.8, "orbital_gap_ev": 9.92, "homo_energy_ev": -8.97, "smiles": "Cc1ccccc1.CC", "multiplicity": 1, "species": ["C", "C", "C", "C", "C", "C", "C", "H", "H", "H", "H", "H", "H", "H", "H", "C", "C", "H", "H", "H", "H", "H", "H"], "coordinates": [[-1.7931, -2.2003, 0.1787], [0.6287, -1.6548, -0.1624], [-0.5080, -1.5945, 0.6230], [1.7327, -0.7008, 0.1383], [-0.5163, -0.8961, 1.7723], [1.7826, -0.1649, 1.4011], [0.6491, -0.1883, 2.2533], [0.6236, -2.1373, -1.1405], [2.3936, -0.2973, -0.5930], [-1.5963, -3.1792, -0.3181], [-2.2883, -1.5183, -0.5377], [-1.6647, -0.8217, 2.1466], [2.7362, 0.2270, 1.8348], [0.7023, 0.1486, 3.2516], [-2.5497, -2.5898, 0.9223], [0.5758, 2.3232, -1.7975], [-0.7843, 2.0136, -1.1003], [1.2094, 3.1357, -1.2733], [1.0875, 1.5025, -2.0495], [0.5337, 2.8781, -2.7845], [-0.4337, 1.7369, -0.1211], [-1.1828, 1.1046, -1.4511], [-1.3379, 2.8730, -1.1931]], "forces_ev_per_a": [[-1.05, -2.13, -0.88], [2.38, 3.18, -0.67], [0.11, -1.24, -0.85], [-2.85, -2.40, -0.20], [-1.55, 2.64, 2.74], [-0.23, 0.54, 2.20], [-0.89, -2.36, -2.09], [-0.06, 0.03, 0.28], [0.83, -0.74, -0.58], [0.06, 0.81, -0.33], [0.03, -0.48, 0.31], [3.24, 0.13, 0.17], [-0.99, 0.18, -0.78], [-0.04, 0.67, 0.80], [0.97, 1.24, -0.14], [-1.24, 5.18, -0.44], [4.08, -0.77, -0.15], [-0.83, -1.78, -0.04], [2.31, -3.19, -0.32], [-0.81, -0.70, 0.66], [-0.57, 0.41, 0.98], [-0.98, -0.74, -0.98], [-1.93, 1.55, 0.33]]}

=====

{"formula": "C9H14", "method": "ωB97M-V/def2-TZVPD", "total_charge": 0, "lumo_ev": 1.047, "de_lowest_kj_mol": 82.5, "orbital_gap_ev": 9.99, "homo_energy_ev": -8.95, "smiles": "Cc1ccccc1.CC", "multiplicity": 1, "species": ["C", "C", "H", "H", "H", "H", "H", "H", "C", "C", "C", "C", "C", "C", "C", "H", "H", "H", "H", "H", "H", "H", "H"], "coordinates": [[-0.9062, 1.3873, -2.2678], [-1.1914, 0.0793, -3.0511], [-1.6938, 1.6347, -1.5666], [0.0642, 1.2860, -1.7864], [-0.8114, 2.2233, -2.9670], [-1.8052, -0.5965, -2.4273], [-0.2269, -0.3055, -3.3633], [-1.9308, 0.1740, -3.8544], [-1.3532, -1.3656, 0.9220], [1.5091, 1.1146, 1.0048], [2.4633, 0.3946, 1.6905], [0.2023, 0.6301, 0.8455], [-0.1754, -0.5718, 1.4249], [2.1300, -0.8060, 2.3149], [0.8391, -1.2505, 2.1547], [1.8239, 2.0365, 0.5272], [3.4330, 0.8066, 1.9381], [-0.5095, 1.3038, 0.3893], [2.8665, -1.3289, 2.9115], [-2.3161, -0.9098, 1.1010], [-1.4650, -2.2782, 1.5214], [0.4097, -2.0998, 2.6849], [-1.3563, -1.5584, -0.1466]], "forces_ev_per_a": [[0.02, -0.21, -1.22], [-1.25, 0.43, 0.93], [-0.01, 0.01, 0.23], [-0.21, 0.09, 0.31], [-0.03, 0.00, 0.07], [1.07, -0.23, 0.19], [-0.33, -0.59, -0.29], [0.69, 0.53, -0.44], [-0.96, 0.00, 1.37], [-0.09, -0.05, -0.33], [0.25, -0.16, 0.88], [0.38, 0.85, 0.66], [1.80, -0.58, -1.16], [-0.38, 0.49, -0.23], [-1.86, -0.38, 0.33], [-0.28, 0.11, 0.14], [0.14, 0.12, -0.54], [-0.12, -0.36, -0.34], [-0.16, -0.08, 0.02], [-0.32, 0.74, 0.07], [0.37, -0.17, -0.52], [0.76, -0.36, -0.11], [0.52, -0.23, -0.02]]}

=====

{"formula": "C9H14", "method": "ωB97M-V/def2-TZVPD", "total_charge": 0, "lumo_ev": 1.028, "de_lowest_kj_mol": 24.1, "orbital_gap_ev": 10.09, "homo_energy_ev": -9.06, "smiles": "Cc1ccccc1.CC", "multiplicity": 1, "species": ["C", "C", "H", "H", "H", "H", "H", "H", "C", "C", "C", "C", "C", "C", "C", "H", "H", "H", "H", "H", "H", "H", "H"], "coordinates": [[3.0007, -0.1837, 1.0315], [2.5378, 1.1808, 0.5013], [3.4544, -0.7981, 0.2615], [3.7240, -0.0797, 1.8460], [2.1306, -0.6166, 1.5291], [1.7984, 1.6235, 1.1616], [2.0468, 1.0375, -0.4644], [3.3070, 1.9100, 0.3941], [-0.9393, -2.5492, -0.1272], [-0.9690, 1.1003, 0.8629], [-1.1416, 1.7224, -0.3756], [-0.8179, -0.2721, 0.9197], [-0.8969, -1.0532, -0.2295], [-1.1511, 0.9609, -1.5229], [-1.1005, -0.4296, -1.4547], [-0.9514, 1.6982, 1.7597], [-1.3036, 2.7910, -0.3523], [-0.8094, -0.7905, 1.8717], [-1.2705, 1.4741, -2.4646], [-0.9988, -3.0614, -1.0899], [-1.8025, -2.9202, 0.4232], [-1.0953, -0.9931, -2.3803], [-0.0584, -2.9357, 0.3897]], "forces_ev_per_a": [[-0.12, 0.91, 0.85], [-0.56, -0.70, -0.14], [-0.24, -0.26, -0.02], [0.14, 0.12, -0.17], [0.08, -0.63, -0.48], [-0.11, -0.01, 0.13], [-0.01, 0.16, 0.03], [0.84, 0.40, -0.22], [0.32, -0.59, 0.02], [0.09, -0.06, -0.49], [0.09, -0.03, 1.05], [-0.53, -0.22, 0.18], [-0.71, -0.22, -0.37], [-0.41, 0.13, -0.16], [0.88, 0.49, -0.05], [-0.05, 0.02, 0.18], [0.14, 0.08, -0.43], [0.32, 0.12, 0.10], [-0.02, -0.13, -0.24], [0.16, 0.30, -0.10], [-0.13, 0.25, 0.22], [-0.20, -0.14, 0.11], [0.03, 0.01, 0.00]]}

=====

{"formula": "C9H14", "method": "ωB97M-V/def2-TZVPD", "total_charge": 0, "lumo_ev": 0.990, "de_lowest_kj_mol": 86.0, "orbital_gap_ev": 9.83, "homo_energy_ev": -8.84, "smiles": "Cc1ccccc1.CC", "multiplicity": 1, "species": ["C", "C", "H", "H", "H", "H", "H", "H", "C", "C", "C", "C", "C", "C", "C", "H", "H", "H", "H", "H", "H", "H", "H"], "coordinates": [[-1.3095, 0.6784, 1.8085], [-2.7806, 0.9826, 2.1027], [-0.7749, 1.5103, 1.3585], [-0.8271, 0.2884, 2.7010], [-1.2285, -0.0558, 1.0016], [-3.0683, 0.8606, 3.1485], [-3.4931, 0.4268, 1.4940], [-2.9878, 2.0474, 1.9304], [-0.2831, -0.5295, -2.7758], [2.2106, 0.7037, -0.2787], [1.5573, 0.5067, -1.5039], [2.2754, -0.3446, 0.6277], [0.7205, -0.6310, -1.6574], [1.5255, -1.4990, 0.4910], [0.8075, -1.6158, -0.6957], [2.6044, 1.6910, -0.0744], [1.8117, 1.2443, -2.2560], [2.9931, -0.2420, 1.4399], [1.5240, -2.2190, 1.2923], [-0.7382, -1.4440, -3.1427], [0.2869, -0.0930, -3.6157], [0.2007, -2.5134, -0.7898], [-1.0265, 0.2468, -2.6059]], "forces_ev_per_a": [[-0.41, -0.58, -0.63], [-0.35, 1.08, 0.09], [0.11, 0.37, 0.55], [0.38, 0.12, -0.17], [-0.02, -0.34, 0.34], [0.20, -0.36, -0.01], [0.14, -0.11, 0.00], [-0.03, -0.18, -0.18], [1.12, 0.25, -1.15], [-0.40, -0.57, -1.25], [0.22, -0.36, 1.53], [0.50, 0.48, 1.12], [0.66, 1.45, -0.20], [0.81, 1.00, -0.98], [-1.36, -1.06, 0.67], [0.65, -0.26, 0.01], [-0.95, 0.04, -0.30], [-0.51, 0.06, 0.30], [0.01, -0.39, -0.23], [-0.09, -0.16, 0.30], [-0.26, -0.34, -0.05], [-0.17, 0.14, -0.22], [-0.26, -0.27, 0.48]]}

=====

{"formula": "C9H14", "method": "ωB97M-V/def2-TZVPD", "total_charge": 0, "lumo_ev": 0.967, "de_lowest_kj_mol": 68.2, "orbital_gap_ev": 9.98, "homo_energy_ev": -9.01, "smiles": "Cc1ccccc1.CC", "multiplicity": 1, "species": ["C", "C", "C", "C", "C", "C", "C", "H", "H", "H", "H", "H", "H", "H", "H", "C", "C", "H", "H", "H", "H", "H", "H"], "coordinates": [[-0.9803, 0.7200, 1.7649], [-1.1502, -0.2159, 0.6163], [-1.7109, 0.1583, -0.5696], [-0.8115, -1.6041, 0.7422], [-2.1127, -0.7523, -1.5831], [-1.2176, -2.4658, -0.2206], [-1.9638, -2.1052, -1.3613], [-0.5861, 0.1909, 2.6344], [-1.8567, 1.2742, 2.0941], [-1.8323, 1.2091, -0.8120], [-0.1841, -1.8379, 1.5905], [-2.6459, -0.3279, -2.4205], [-1.0360, -3.5131, 0.0143], [-2.3740, -2.8533, -2.0216], [-0.2205, 1.4745, 1.5235], [2.9441, 2.0027, -0.3582], [2.2270, 0.6405, -0.2226], [2.3714, 2.7044, 0.2478], [3.8571, 2.0142, 0.2483], [3.1816, 2.4048, -1.3348], [1.4276, 0.7603, 0.4954], [1.7440, 0.2656, -1.1250], [2.9298, -0.1439, 0.0575]], "forces_ev_per_a": [[1.20, 0.47, 0.28], [-0.12, -1.62, 0.29], [-0.38, 0.31, -1.55], [-0.11, 2.87, 0.21], [-0.04, 0.42, 1.13], [-0.46, -1.86, -0.22], [0.61, 0.51, 0.58], [-0.09, -0.05, 0.01], [-0.29, -0.22, -0.30], [-0.25, 0.08, 0.30], [-0.24, -0.63, 0.11], [0.07, -0.22, -0.26], [0.03, -0.02, -0.48], [0.11, -0.05, -0.09], [-0.15, 0.06, 0.04], [0.06, -0.09, 1.54], [0.39, 0.15, -0.71], [-0.34, 0.50, -0.64], [0.24, -0.35, -0.44], [-0.23, -0.15, -0.20], [0.09, -0.39, 0.32], [0.03, 0.30, -0.21], [-0.15, -0.01, 0.30]]}

=====

{"formula": "C9H14", "method": "ωB97M-V/def2-TZVPD", "total_charge": 0, "lumo_ev": 1.041, "de_lowest_kj_mol": 50.0, "orbital_gap_ev": 10.04, "homo_energy_ev": -9.00, "smiles": "Cc1ccccc1.CC", "multiplicity": 1, "species": ["C", "C", "C", "C", "C", "C", "C", "H", "H", "H", "H", "H", "H", "H", "H", "C", "C", "H", "H", "H", "H", "H", "H"], "coordinates": [[-0.3967, 1.0139, -1.6909], [-0.8990, 0.4518, 1.9962], [-0.3740, 0.8896, 0.7917], [-1.7267, -0.6443, 1.9606], [-0.8184, 0.3605, -0.4209], [-2.1914, -1.1903, 0.7873], [-1.7567, -0.6868, -0.4551], [-0.6315, 0.9672, 2.9107], [0.2754, 1.7567, 0.7350], [-2.0887, -1.1709, 2.8385], [-2.8423, -2.0519, 0.7946], [-0.9595, 1.9212, -1.9561], [-0.3993, 0.3476, -2.5509], [-2.1705, -1.0460, -1.3862], [0.5913, 1.4799, -1.6168], [3.4946, 0.2795, -0.4178], [2.8434, -0.6208, -1.5062], [3.8908, -0.2859, 0.4164], [4.2639, 0.8028, -0.9908], [2.7849, 1.0068, -0.0325], [2.7545, -0.2519, -2.5184], [3.4133, -1.5543, -1.4959], [1.8657, -0.9080, -1.0899]], "forces_ev_per_a": [[0.70, 1.04, -0.64], [0.73, 0.21, -0.31], [-0.59, 0.37, -0.30], [-0.99, -0.98, 0.85], [-0.66, -0.26, -0.39], [0.60, -0.02, -1.75], [0.33, 0.63, 1.53], [0.03, -0.28, 0.08], [0.10, -0.09, 0.19], [0.15, 0.54, 0.34], [-0.16, 0.00, 0.16], [-0.59, -0.47, 0.16], [-0.04, -0.05, 0.02], [0.13, -0.08, -0.08], [0.27, -0.55, 0.13], [-0.23, 0.38, -1.90], [-0.36, -1.13, 2.23], [0.17, -0.12, -0.05], [0.39, 0.25, 0.82], [-0.01, 0.15, 0.02], [0.05, 0.41, 0.02], [0.00, 0.04, -0.48], [-0.03, 0.01, -0.64]]}

=====

{"formula": "C9H14", "method": "ωB97M-V/def2-TZVPD", "total_charge": 1, "lumo_ev": [-4.485, -8.267], "de_lowest_kj_mol": 65.7, "orbital_gap_ev": [9.85, 6.09], "homo_energy_ev": [-14.34, -14.35], "multiplicity": 2, "species": ["C", "C", "C", "C", "C", "C", "C", "H", "H", "H", "H", "H", "H", "H", "H", "C", "C", "H", "H", "H", "H", "H", "H"], "coordinates": [[0.6329, -2.4791, 1.3454], [1.4857, 0.4329, -0.9987], [1.4770, -0.4430, 0.1108], [0.4185, 0.3869, -1.8298], [0.5180, -1.4915, 0.2646], [-0.6943, -0.5090, -1.5548], [-0.5452, -1.5189, -0.6213], [2.3903, 0.9971, -1.1721], [2.2346, -0.2158, 0.8528], [0.2767, 1.0158, -2.6579], [-1.5866, -0.4099, -2.1578], [1.5948, -2.7036, 1.7943], [0.1551, -3.4183, 1.0566], [-1.2838, -2.2801, -0.4790], [0.0678, -2.2133, 2.2278], [-0.7867, 1.8352, 1.1607], [-1.8671, 2.8986, 1.0571], [-0.8402, 1.2989, 0.2062], [0.1758, 2.2798, 1.1218], [-0.9875, 1.0887, 1.9244], [-2.8791, 2.5332, 1.2110], [-1.7614, 3.6328, 1.8698], [-1.7680, 3.6081, 0.2364]], "forces_ev_per_a": [[-0.33, -1.07, 0.34], [0.73, -1.34, 0.85], [0.73, 1.50, -0.68], [-1.13, -0.59, 0.50], [0.36, 0.10, 0.29], [0.76, -0.61, 0.22], [-0.50, 0.55, -0.26], [-0.29, 0.47, -0.02], [-0.01, -0.62, 0.18], [0.22, 0.88, -1.01], [-0.03, -0.13, 0.01], [0.51, 0.28, -0.58], [0.15, -0.01, -0.17], [-0.44, -0.21, -0.13], [-0.57, 0.67, 0.29], [-1.51, -0.30, -1.82], [0.09, 1.44, 1.68], [-0.02, -0.28, 0.12], [1.04, 0.26, 0.70], [0.36, 0.26, 0.38], [-0.04, -0.19, -0.57], [0.08, -0.37, 0.30], [-0.14, -0.68, -0.65]]}

=====

{"formula": "C9H14AuN9O2S", "method": "ωB97M-V/def2-TZVPD", "total_charge": 2, "lumo_ev": -8.292, "de_lowest_kj_mol": 33.0, "orbital_gap_ev": 6.89, "homo_energy_ev": -15.18, "multiplicity": 1, "species": ["Au", "C", "C", "N", "N", "C", "N", "S", "C", "C", "C", "C", "C", "N", "H", "H", "H", "H", "H", "H", "H", "H", "H", "N", "N", "C", "N", "N", "N", "O", "O", "H", "H", "H", "H", "H"], "coordinates": [[-0.7500, -0.3509, -0.0121], [0.2588, 2.1137, 3.3566], [0.2101, 1.3225, 2.0934], [-0.8738, 0.7631, 1.6816], [-2.0110, 0.8346, 2.3920], [-3.0316, 0.2528, 1.8724], [-4.1855, 0.2272, 2.5314], [-3.0495, -0.4789, 0.2641], [1.3970, 1.1407, 1.2555], [2.6395, 1.6313, 1.5706], [3.6940, 1.4196, 0.6888], [3.4738, 0.7335, -0.4921], [2.2002, 0.2587, -0.7475], [1.1983, 0.4612, 0.1156], [-0.7190, 2.1852, 3.8135], [0.6374, 3.1181, 3.1463], [0.9488, 1.6434, 4.0642], [-4.2520, 0.6431, 3.4448], [-5.0019, -0.2131, 2.1466], [2.7954, 2.1765, 2.4920], [4.6820, 1.7931, 0.9288], [4.2704, 0.5525, -1.1997], [1.9707, -0.2981, -1.6470], [-1.1830, 0.4577, -2.6543], [-0.8736, -0.6779, -3.3913], [-0.4696, -1.8327, -2.8253], [-0.2345, -2.8349, -3.6464], [-0.3522, -1.8671, -1.4671], [0.1036, -3.0286, -0.7730], [0.4324, -4.0390, -1.3706], [0.1468, -2.9107, 0.4294], [-2.1598, 0.6925, -2.7810], [-0.6176, 1.2315, -2.9776], [-0.9985, -0.6610, -4.3899], [-0.3907, -2.7508, -4.6391], [0.0945, -3.7088, -3.2736]], "forces_ev_per_a": [[-0.10, 0.80, 0.80], [0.21, -0.03, -0.02], [0.14, 0.32, 0.58], [-0.39, -0.47, -0.92], [0.50, 0.44, 0.67], [-0.62, -0.18, -0.25], [0.01, -0.06, -0.18], [0.47, -0.63, -0.36], [-0.19, 0.09, 0.01], [0.37, 0.23, 0.15], [0.11, 0.05, 0.06], [0.00, 0.01, 0.00], [-0.16, 0.04, 0.22], [0.20, -0.95, -0.83], [-0.04, -0.01, -0.01], [-0.03, -0.06, -0.01], [-0.04, 0.00, -0.06], [0.02, 0.10, 0.08], [-0.06, -0.07, -0.01], [-0.02, -0.03, -0.04], [-0.05, -0.01, -0.01], [-0.01, 0.01, 0.00], [-0.02, -0.02, 0.07], [0.01, 0.05, 0.08], [0.11, -0.17, 0.18], [-0.21, 0.06, 0.40], [0.11, -0.15, 0.16], [-0.05, 0.17, -0.01], [0.31, -0.94, -0.10], [-0.39, 0.98, -0.25], [-0.18, 0.49, -0.39], [-0.14, 0.03, 0.06], [0.08, 0.13, -0.02], [-0.03, -0.03, -0.19], [0.02, 0.04, 0.03], [0.05, -0.27, 0.12]]}